[1]
Below is B2H8Sn as an isolated structure, with properties calculated with wB97M-V/def2-TZVPD.

XYZ file:
```
11
Properties=species:S:1:pos:R:3:forces:R:3:mulliken_charge:R:1
H 5.514 25.592 13.617 2.2 0.6 4.1 -0.225
H 4.816 24.404 12.519 -0.7 -3.9 -0.7 -0.208
B 4.970 25.457 12.695 -0.8 -0.6 0.4 0.205
H 5.420 22.495 15.604 -3.1 -1.0 4.0 -0.323
H 4.008 25.945 12.722 -4.2 2.3 0.1 -0.284
H 6.714 23.602 15.014 2.4 3.3 1.1 -0.194
H 5.510 22.992 13.895 -2.2 0.7 -3.3 -0.243
B 6.072 22.765 14.788 -0.3 1.0 -0.3 0.272
H 5.575 25.852 11.894 2.3 1.8 -3.0 -0.161
H 6.691 21.898 14.616 2.2 -3.6 -0.6 -0.155
Sn 3.577 24.650 15.373 2.2 -0.6 -1.8 0.316
```
Positions in Å, forces in eV/Å.

Values from the calculation:
- HOMO-LUMO gap (spin up / spin down) (eV) = 6.12 / 7.30
- energy above the lowest of the compared OMol25 structures with the same formula, charge and spin (kJ/mol) = 12.6
- DFT total energy (eV) = -7307.9654
- E_LUMO (spin up / spin down) (eV) = 2.25 / 2.30
- HOMO energy (spin up / spin down) (eV) = -3.9 / -5.0
- spin multiplicity = 2
- net charge = -1

[2]
Below is B3CsF8H4 as an isolated structure, with properties calculated with wB97M-V/def2-TZVPD.

XYZ file:
```
16
Properties=species:S:1:pos:R:3:forces:R:3:mulliken_charge:R:1
Cs 0.894 -1.073 -0.630 -0.2 0.5 0.2 0.946
B 4.225 1.455 -3.178 1.7 -0.5 1.0 0.556
B -0.907 2.489 2.204 -0.1 -0.1 0.0 -0.049
F -4.542 -4.577 0.687 -2.1 -1.8 -1.1 -0.371
H -0.018 2.240 1.646 3.9 -0.9 -2.5 -0.284
F -2.763 -4.273 2.015 1.5 -1.8 1.3 -0.429
F 3.341 1.749 -4.105 -3.0 0.8 -2.5 -0.347
B -3.590 -3.719 1.060 2.7 -0.7 -0.1 0.589
H -1.083 3.553 2.218 -0.6 4.4 -0.2 -0.217
H -0.734 2.184 3.225 0.5 -1.5 4.2 -0.190
F -2.731 -3.418 -0.027 0.2 0.4 -1.1 -0.452
F 4.086 2.120 -2.019 -1.3 1.6 2.7 -0.374
H -1.752 2.000 1.744 -3.5 -2.1 -1.7 -0.209
F 4.166 0.107 -2.876 -0.2 -2.2 0.2 -0.422
F 5.463 1.815 -3.619 2.5 0.1 -1.3 -0.410
F -4.055 -2.653 1.656 -2.1 3.8 0.9 -0.337
```
Positions in Å, forces in eV/Å.

Values from the calculation:
- HOMO-LUMO gap (eV) = 6.31
- energy above the lowest of the compared OMol25 structures with the same formula, charge and spin (kJ/mol) = 339.4
- DFT total energy (eV) = -24394.0939
- E_LUMO (eV) = 3.35
- HOMO energy (eV) = -3.0
- net charge = -2

[3]
Below is B4CaF16N2O6 as an isolated structure, with properties calculated with wB97M-V/def2-TZVPD.

XYZ file:
```
29
Properties=species:S:1:pos:R:3:forces:R:3:mulliken_charge:R:1
O 1.139 -0.705 3.446 -0.3 -0.3 0.1 -0.595
B 1.006 2.653 -1.250 0.4 2.2 1.0 0.435
F -0.488 -0.152 -2.587 0.2 0.1 -1.0 -0.344
O -0.654 -2.090 0.773 0.0 0.1 0.0 -0.539
F 1.177 3.534 -2.354 0.4 -0.8 -0.2 -0.416
F 3.960 -1.318 -1.548 0.0 0.2 -0.2 -0.414
B 2.672 -1.717 -1.944 0.0 -0.5 0.0 0.449
F -1.343 0.947 1.206 -0.6 0.2 0.6 -0.091
F -2.511 -1.196 -3.120 0.4 -0.1 -0.1 -0.426
F 1.247 3.429 -0.093 -0.2 0.2 -0.1 -0.422
O 2.896 0.460 3.031 0.1 0.1 0.0 -0.738
F -3.444 0.627 2.191 0.0 0.2 -0.2 -0.432
B -1.882 -0.101 -2.481 -1.6 -0.4 0.0 0.495
F -1.672 1.207 3.502 0.1 0.1 0.0 -0.423
F 1.716 -1.245 -1.000 0.4 -0.4 -0.4 -0.251
F 2.658 -3.136 -1.974 -0.1 0.0 0.0 -0.412
Ca 0.036 0.144 -0.367 0.3 -1.2 1.8 2.655
O -1.335 -4.031 1.437 0.1 0.1 0.1 -0.751
N 1.776 0.003 2.677 0.6 0.2 0.1 0.687
F -2.486 1.050 -3.016 0.5 0.1 0.0 -0.421
F 1.855 1.550 -1.124 -0.1 -0.1 -1.0 -0.366
F -0.327 2.226 -1.248 -0.3 -0.1 -0.2 -0.382
O -1.613 -2.306 2.705 -0.1 0.2 0.3 -0.607
B -2.241 1.358 2.240 -0.1 0.1 0.1 0.406
N -1.198 -2.786 1.658 -0.1 -0.6 -0.6 0.758
O 1.349 0.288 1.536 0.2 0.0 0.1 -0.547
F -2.513 2.737 2.017 -0.2 0.0 0.0 -0.449
F -2.123 -0.179 -1.086 -0.4 0.1 -0.3 -0.423
F 2.342 -1.252 -3.226 0.2 0.2 0.1 -0.435
```
Positions in Å, forces in eV/Å.

Values from the calculation:
- HOMO-LUMO gap (eV) = 6.76
- energy above the lowest of the compared OMol25 structures with the same formula, charge and spin (kJ/mol) = 19.7
- DFT total energy (eV) = -79909.0753
- E_LUMO (eV) = 9.38
- HOMO energy (eV) = 2.6
- net charge = -4

[4]
Below is B5H20V as an isolated structure, with properties calculated with wB97M-V/def2-TZVPD.

XYZ file:
```
26
Properties=species:S:1:pos:R:3:forces:R:3:mulliken_charge:R:1
H 1.355 1.916 -0.963 0.4 0.4 -0.1 -0.294
B -2.325 0.364 -0.280 -1.7 0.7 0.2 0.407
H 1.523 -1.833 1.386 0.0 -0.6 0.2 -0.250
H 0.998 0.085 -1.746 1.0 0.1 0.3 -0.119
B -0.394 -0.143 2.258 -0.3 0.6 1.2 0.073
V 0.089 -0.081 0.015 0.2 0.1 -0.6 -0.616
B 1.309 1.922 0.239 0.6 0.8 -1.4 -0.015
H 0.346 -0.460 -3.547 0.5 -0.4 0.0 -0.244
H -0.994 0.754 1.792 -0.4 0.7 -0.2 -0.114
H -0.565 -1.022 -1.887 -0.6 -0.7 0.3 -0.078
H -0.797 -0.258 3.390 0.0 -0.3 0.2 -0.258
H 0.159 1.926 0.505 -0.9 0.2 0.4 0.058
H -0.618 -1.095 1.608 -0.3 -1.0 -0.1 -0.016
B 1.363 -2.010 0.211 1.0 -0.6 1.2 0.402
H -0.577 0.862 -2.489 -0.1 0.1 -0.1 -0.254
B 0.055 -0.159 -2.410 -0.7 0.8 -1.1 -0.026
H -1.737 -0.614 0.030 0.4 -1.2 0.1 0.204
H -3.161 0.084 -1.112 0.2 -0.2 -0.4 -0.253
H 1.762 0.904 0.633 0.4 -1.1 0.2 0.036
H 1.782 -1.015 -0.263 0.6 1.0 -0.7 0.097
H 1.947 -2.972 -0.212 0.0 0.0 -0.4 -0.234
H 1.983 2.800 0.716 -0.2 0.2 0.3 -0.235
H -1.572 1.171 -0.694 0.5 0.7 -0.1 -0.071
H -2.889 0.774 0.709 -0.1 0.0 0.2 -0.248
H 0.209 -2.016 -0.065 -1.2 -0.2 -0.2 0.170
H 0.749 0.117 2.176 0.8 0.0 0.4 -0.120
```
Positions in Å, forces in eV/Å.

Values from the calculation:
- HOMO-LUMO gap (spin up / spin down) (eV) = 7.70 / 7.90
- energy above the lowest of the compared OMol25 structures with the same formula, charge and spin (kJ/mol) = 34.6
- DFT total energy (eV) = -29387.8028
- E_LUMO (spin up / spin down) (eV) = 5.66 / 5.65
- HOMO energy (spin up / spin down) (eV) = -2.0 / -2.2
- spin multiplicity = 3
- net charge = -2

[5]
Below is a 9-piece molecular cluster, BF4H16O8 overall, with properties calculated with wB97M-V/def2-TZVPD.

XYZ file:
```
29
Properties=species:S:1:pos:R:3:forces:R:3:mulliken_charge:R:1
H -0.302 4.376 -1.648 0.0 -0.1 0.1 0.281
F 0.182 1.099 0.667 0.0 0.2 0.3 -0.496
H 2.613 3.147 1.834 0.0 0.0 0.0 0.284
H 1.881 2.391 0.730 -0.2 0.1 0.0 0.319
H -2.308 -3.203 0.516 0.1 0.1 0.0 0.301
H -0.210 2.859 -1.874 0.3 0.9 -0.4 0.508
B -0.325 0.774 -0.590 0.6 -0.5 -0.9 0.602
O -3.099 1.364 0.930 -0.2 0.1 0.4 -0.597
O 0.114 3.724 -2.216 -0.1 -0.3 -0.1 -0.687
F -0.981 -0.473 -0.461 0.1 0.5 -0.5 -0.277
H -1.552 -1.142 2.489 0.0 0.0 -0.1 0.282
O 0.411 -2.719 -1.847 0.0 -0.1 -0.3 -0.608
H 1.179 -2.369 -2.310 0.1 0.1 0.2 0.318
H -0.192 -1.971 -1.781 0.0 0.0 0.0 0.274
F 0.730 0.674 -1.526 -0.2 -0.1 0.4 -0.465
O -2.285 -2.839 -0.372 -0.1 0.1 0.0 -0.662
H -2.391 1.917 0.578 0.0 -0.2 -0.2 0.305
H -1.762 -2.023 -0.288 -0.3 -0.4 0.1 0.546
O 2.081 3.283 1.044 0.2 0.0 0.1 -0.635
O 1.746 -2.364 1.294 -0.4 -0.3 0.1 -0.665
H -0.515 -0.587 1.517 -0.1 0.0 0.0 0.294
F -1.202 1.759 -1.073 -0.4 -0.2 0.5 -0.514
O 3.068 -1.140 -0.744 0.0 0.0 0.2 -0.685
H 0.781 -2.283 1.189 0.4 -0.1 0.0 0.383
H 2.507 -0.384 -0.957 0.0 -0.1 0.0 0.314
O -0.756 -1.386 2.007 -0.1 -0.1 0.5 -0.703
H -3.909 1.824 0.692 0.0 0.0 0.0 0.282
H 1.859 -2.746 2.167 0.0 0.1 0.0 0.282
H 2.637 -1.562 0.031 0.2 0.2 -0.5 0.418
```
Positions in Å, forces in eV/Å.

Values from the calculation:
- HOMO-LUMO gap (eV) = 10.16
- energy above the lowest of the compared OMol25 structures with the same formula, charge and spin (kJ/mol) = 39.5
- DFT total energy (eV) = -28195.9990
- E_LUMO (eV) = 2.86
- HOMO energy (eV) = -7.3
- net charge = -1

[6]
Below is a 10-piece molecular cluster, BF4H18O9 overall, with properties calculated with wB97M-V/def2-TZVPD.

XYZ file:
```
32
Properties=species:S:1:pos:R:3:forces:R:3:mulliken_charge:R:1
H 1.535 2.751 -0.164 -1.0 0.2 -1.7 0.329
O -1.941 2.821 0.531 -2.5 0.2 -1.5 -0.674
H -2.108 2.239 -0.236 -0.2 0.5 0.6 0.322
H -1.306 -2.212 0.241 0.3 1.2 -1.4 0.261
H 0.622 2.585 -1.495 -0.2 -0.4 0.5 0.432
O 2.155 0.465 -2.606 0.5 -1.7 -1.1 -0.667
H -1.053 2.640 0.702 2.5 -0.2 0.9 0.379
H 0.739 -2.082 -1.633 -0.4 0.1 -0.1 0.309
O -0.228 -1.153 3.261 2.1 0.1 -1.0 -0.669
H 1.250 0.783 -2.610 -0.2 0.0 0.0 0.324
F -0.278 -0.444 0.027 -0.2 -0.6 -0.8 -0.388
O -1.542 -2.595 1.060 -0.1 -1.4 1.3 -0.664
O 1.451 -2.725 -1.642 0.2 -0.8 0.3 -0.615
F -0.687 -0.925 -2.233 0.0 -1.1 -0.1 -0.348
H 0.712 -0.837 3.042 -2.1 -0.6 0.4 0.332
H 1.681 -0.794 0.217 1.3 1.0 -0.6 0.305
O 2.477 -0.214 0.108 -0.6 -1.5 2.8 -0.667
H 1.123 -3.510 -1.171 0.2 0.6 -0.3 0.269
H 2.129 -0.423 -3.065 0.0 1.5 0.8 0.319
O 0.572 1.721 1.571 1.6 2.7 1.2 -0.608
O 1.252 3.134 -1.046 1.6 0.9 1.4 -0.702
O -2.360 0.198 1.779 0.2 -0.4 2.2 -0.651
F -2.265 0.195 -0.941 0.6 -0.5 -0.5 -0.469
H 0.333 1.686 2.507 -0.6 -0.7 -0.8 0.241
B -0.883 -0.039 -1.208 -1.1 0.8 0.8 0.325
H 0.256 1.076 0.982 -1.0 -1.9 -0.2 0.481
H -0.477 -1.674 2.463 0.2 0.2 0.6 0.432
H -1.761 -0.502 2.092 -0.5 0.7 0.0 0.249
H -2.393 0.074 0.855 -0.3 0.0 -1.6 0.447
F -0.299 1.148 -1.579 0.0 0.7 -0.4 -0.346
H 2.504 0.105 -0.766 -0.3 0.5 -2.1 0.413
H -1.210 -3.495 0.956 -0.2 -0.1 0.3 0.301
```
Positions in Å, forces in eV/Å.

Values from the calculation:
- HOMO-LUMO gap (eV) = 9.36
- energy above the lowest of the compared OMol25 structures with the same formula, charge and spin (kJ/mol) = 83.1
- DFT total energy (eV) = -30275.5478
- E_LUMO (eV) = 2.40
- HOMO energy (eV) = -7.0
- net charge = -1